(1)
C10H13O3 | ωB97M-V with the def2-TZVPD basis set

For the energy above the lowest of the compared OMol25 structures with the same formula, charge and spin, the calculation gives 53.9 kcal per mole. The calculation puts the total energy at -16723.446 eV. As for the charge: -1. The calculation puts the strongest force on any atom at 4.20 eV/Å. As for the gap between HOMO and LUMO: 0.257 hartree.

Last columns: bonded neighbours and bond lengths (Å).
CARTESIAN COORDINATES (ANGSTROEM)
1 C 2.96306 0.00348 -1.58445  C2 1.532, C3 1.572, H6 1.088, H7 1.073
2 C 2.78162 -0.46104 -0.13616  C1 1.532, H8 1.116, H9 1.085, H10 1.123
3 C 3.01446 1.57438 -1.63040  C1 1.572, O4 1.243, O5 1.256
4 O 3.60845 2.12166 -0.68498  C3 1.243
5 O 2.39691 2.12872 -2.57259  C3 1.256
6 H 3.91702 -0.40150 -1.91408  C1 1.088
7 H 2.07363 -0.42102 -2.00907  C1 1.073
8 H 1.92388 -0.09888 0.47944  C2 1.116
9 H 3.59235 -0.05033 0.45733  C2 1.085
10 H 2.66142 -1.54818 0.11766  C2 1.123
11 C -0.58335 -2.34626 0.65362  C13 1.526, H21 1.077, H22 1.094, H26 1.142
12 C -0.90008 0.13680 1.22406  C13 1.419, C14 1.401, H19 1.088
13 C -1.42739 -1.07631 0.71006  C11 1.526, C12 1.419, C16 1.357
14 C -1.47659 1.40793 1.10613  C12 1.401, C15 1.412, H20 1.075
15 C -2.76052 1.31475 0.52551  C14 1.412, C17 1.376, O18 1.396
16 C -2.63390 -0.97940 0.09725  C13 1.357, C17 1.408, H23 1.111
17 C -3.43009 0.18097 0.12606  C15 1.376, C16 1.408, H25 1.062
18 O -3.37752 2.55735 0.37089  C15 1.396, H24 0.960
19 H 0.05165 0.25989 1.73598  C12 1.088
20 H -1.00089 2.24788 1.57927  C14 1.075
21 H 0.44835 -2.24379 0.94401  C11 1.077
22 H -0.53756 -2.69060 -0.38395  C11 1.094
23 H -2.97799 -1.82963 -0.52892  C16 1.111
24 H -2.80711 3.15999 -0.11254  O18 0.960
25 H -4.49065 0.18641 0.07834  C17 1.062
26 H -1.02917 -3.13326 1.35154  C11 1.142

(2)
C36H60NO8 | ωB97M-V with the def2-TZVPD basis set

The calculation puts the total energy at -56155.598 eV. As for the charge: -1. The calculation puts the strongest force on any atom at 9.80 eV/Å. As for the gap between HOMO and LUMO: 0.253 hartree.

Last columns: bonded neighbours and bond lengths (Å).
CARTESIAN COORDINATES (ANGSTROEM)
1 C 3.58086 -4.21162 5.04221  C2 1.425, H26 1.188
2 C 3.56988 -2.79411 4.89995  C1 1.425, C3 1.673
3 C 3.13267 -1.20176 4.62860  C2 1.673, N4 1.496, H27 1.184, H28 1.196
4 N 1.91603 -1.03626 3.77333  C3 1.496, C5 1.502, C10 1.477
5 C 1.99705 0.09608 2.78981  N4 1.502, C6 1.673, H29 1.195, H30 1.182
6 C 2.33251 1.57811 3.49080  C5 1.673, C7 1.660, H31 1.188, H32 1.192
7 C 1.45306 2.79984 2.79069  C6 1.660, C8 1.642, H33 1.190, H34 1.181
8 C 1.62199 2.85799 1.15796  C7 1.642, O9 1.490, H35 1.192, H36 1.173
9 O 0.27936 2.95688 0.51833  C8 1.490, H37 1.002
10 C 0.60270 -1.26848 4.40847  N4 1.477, C11 1.669, C16 1.656, C23 1.652
11 C 0.62663 -1.59312 6.04533  C10 1.669, O12 1.471, H38 1.172, H39 1.193
12 O -0.75473 -1.50355 6.54403  C11 1.471, C13 1.470
13 C -1.31714 -2.81782 6.88506  O12 1.470, C14 1.664, H40 1.182, H41 1.193
14 C -2.97652 -2.70899 6.82697  C13 1.664, C15 1.640, H42 1.189, H43 1.171
15 C -3.59797 -2.88069 5.31927  C14 1.640, H44 1.194, H45 1.194, H46 1.171
16 C -0.07299 -2.61972 3.72987  C10 1.656, C17 1.631, H47 1.193, H48 1.169
17 C 0.28912 -2.85799 2.15716  C16 1.631, C18 1.638, C22 1.673
18 C -0.24774 -2.00023 0.86901  C17 1.638, C19 1.665, H49 1.170
19 C 0.14147 -2.36243 -0.70935  C18 1.665, C20 1.655, H50 1.185
20 C 1.10695 -3.66116 -1.05507  C19 1.655, C21 1.642, H51 1.188
21 C 1.67705 -4.52596 0.21883  C20 1.642, C22 1.671, H52 1.194
22 C 1.28483 -4.15374 1.79991  C17 1.673, C21 1.671, H53 1.171
23 C -0.52927 -0.07685 4.24281  C10 1.652, O24 1.362, O25 1.501
24 O -0.48219 1.07767 4.96387  C23 1.362
25 O -1.72647 -0.18079 3.34345  C23 1.501
26 H 3.36582 -5.37981 5.07594  C1 1.188
27 H 3.15717 -0.55503 5.61984  C3 1.184
28 H 4.04679 -0.77548 3.98559  C3 1.196
29 H 2.96295 -0.11934 2.11962  C5 1.195
30 H 1.10849 0.15726 2.01284  C5 1.182
31 H 3.48180 1.86484 3.39569  C6 1.188
32 H 2.09774 1.57531 4.65970  C6 1.192
33 H 1.81208 3.85349 3.21093  C7 1.190
34 H 0.29972 2.73516 3.03578  C7 1.181
35 H 2.22904 3.82052 0.80228  C8 1.192
36 H 2.15326 1.92602 0.68350  C8 1.173
37 H -0.38573 2.36732 0.98193  O9 1.002
38 H 1.05738 -2.65605 6.28768  C11 1.172
39 H 1.24511 -0.76646 6.64399  C11 1.193
40 H -1.04642 -3.16028 7.98318  C13 1.182
41 H -0.93964 -3.69075 6.16476  C13 1.193
42 H -3.27268 -1.62182 7.20609  C14 1.189
43 H -3.50425 -3.48855 7.52260  C14 1.171
44 H -3.45980 -1.86884 4.70067  C15 1.194
45 H -2.99226 -3.69630 4.69289  C15 1.194
46 H -4.72356 -3.20030 5.27677  C15 1.171
47 H 0.37765 -3.53993 4.34062  C16 1.193
48 H -1.23368 -2.69138 3.85292  C16 1.169
49 H -0.96509 -1.08930 1.02204  C18 1.170
50 H -0.32016 -1.69876 -1.57566  C19 1.185
51 H 1.36189 -3.95166 -2.17803  C20 1.188
52 H 2.35935 -5.47537 -0.02231  C21 1.194
53 H 1.71420 -4.84572 2.64171  C22 1.171
54 C -2.85496 4.50197 2.81169  C55 1.507, C58 1.513, H59 1.093, H60 1.097
55 C -3.19434 3.04601 3.00069  C54 1.507, C56 1.513, H61 1.096, H62 1.093
56 C -4.39105 2.87882 2.08987  C55 1.513, O57 1.434, H63 1.095, H64 1.094
57 O -4.22534 3.80832 1.01020  C56 1.434, C58 1.434
58 C -3.16203 4.71085 1.34495  C54 1.513, O57 1.434, H65 1.095, H66 1.093
59 H -1.82245 4.74980 3.07052  C54 1.093
60 H -3.52080 5.12090 3.42481  C54 1.097
61 H -2.36491 2.42289 2.64596  C55 1.096
62 H -3.40647 2.77483 4.03799  C55 1.093
63 H -5.32277 3.13051 2.60747  C56 1.095
64 H -4.47629 1.86356 1.69181  C56 1.094
65 H -2.29938 4.45725 0.71920  C58 1.095
66 H -3.46550 5.73734 1.12152  C58 1.093
67 C 2.09069 1.69498 -4.10944  C68 1.507, C71 1.513, H72 1.093, H73 1.097
68 C 2.15623 2.15043 -2.67452  C67 1.507, C69 1.513, H74 1.096, H75 1.093
69 C 0.96194 1.44938 -2.06473  C68 1.513, O70 1.434, H76 1.095, H77 1.094
70 O 0.78025 0.22722 -2.79305  C69 1.434, C71 1.434
71 C 1.60275 0.26985 -3.96731  C67 1.513, O70 1.434, H78 1.095, H79 1.093
72 H 3.04458 1.76823 -4.63784  C67 1.093
73 H 1.34936 2.29127 -4.65461  C67 1.097
74 H 3.08045 1.78513 -2.21143  C68 1.096
75 H 2.12014 3.23628 -2.55557  C68 1.093
76 H 0.05020 2.04521 -2.17905  C69 1.095
77 H 1.10308 1.22770 -1.00294  C69 1.094
78 H 2.43831 -0.42201 -3.81501  C71 1.095
79 H 1.02599 -0.06489 -4.83391  C71 1.093
80 C -2.55417 1.42612 -4.33798  C81 1.507, C84 1.513, H85 1.093, H86 1.097
81 C -2.89355 -0.02984 -4.14898  C80 1.507, C82 1.513, H87 1.096, H88 1.093
82 C -4.09025 -0.19703 -5.05980  C81 1.513, O83 1.434, H89 1.095, H90 1.094
83 O -3.92455 0.73247 -6.13947  C82 1.434, C84 1.434
84 C -2.86124 1.63500 -5.80472  C80 1.513, O83 1.434, H91 1.095, H92 1.093
85 H -1.52166 1.67395 -4.07915  C80 1.093
86 H -3.22001 2.04505 -3.72485  C80 1.097
87 H -2.06412 -0.65296 -4.50371  C81 1.096
88 H -3.10568 -0.30102 -3.11168  C81 1.093
89 H -5.02198 0.05466 -4.54220  C82 1.095
90 H -4.17550 -1.21229 -5.45786  C82 1.094
91 H -1.99859 1.38140 -6.43047  C84 1.095
92 H -3.16471 2.66149 -6.02815  C84 1.093
93 C 3.69181 -0.82794 -9.04124  C94 1.507, C97 1.513, H98 1.093, H99 1.097
94 C 2.37104 -0.13839 -9.26671  C93 1.507, C95 1.513, H100 1.096, H101 1.093
95 C 1.60357 -0.50703 -8.01581  C94 1.513, O96 1.434, H102 1.095, H103 1.094
96 O 2.56796 -0.65624 -6.96471  C95 1.434, C97 1.434
97 C 3.87835 -0.67419 -7.54765  C93 1.513, O96 1.434, H104 1.095, H105 1.093
98 H 4.51492 -0.40103 -9.61979  C93 1.093
99 H 3.60490 -1.89000 -9.29971  C93 1.097
100 H 2.52143 0.94691 -9.30652  C94 1.096
101 H 1.86456 -0.44735 -10.18461  C94 1.093
102 H 1.08731 -1.46558 -8.13420  C95 1.095
103 H 0.86843 0.25299 -7.73579  C95 1.094
104 H 4.36495 0.27670 -7.30463  C97 1.095
105 H 4.46477 -1.48771 -7.11178  C97 1.093

(3)
C2H7N2S | ωB97M-V with the def2-TZVPD basis set

For the energy above the lowest of the compared OMol25 structures with the same formula, charge and spin, the calculation gives 39.2 kcal per mole. The calculation puts the total energy at -16002.291 eV. As for the charge: -1. The calculation puts the strongest force on any atom at 4.51 eV/Å. As for the gap between HOMO and LUMO: 0.264 hartree.

Last columns: bonded neighbours and bond lengths (Å).
CARTESIAN COORDINATES (ANGSTROEM)
1 C 1.66888 -2.15478 1.32099  S2 1.868, H3 1.043, H4 1.119, H5 1.165
2 S 1.74270 -0.66929 0.19004  C1 1.868
3 H 2.46255 -2.83164 1.33810  C1 1.043
4 H 0.73517 -2.69187 1.01932  C1 1.119
5 H 1.56551 -1.94165 2.46185  C1 1.165
6 N -0.29059 1.57192 -0.26010  C7 1.396, H9 1.068, H10 1.074
7 C -1.54625 1.34719 -0.82784  N6 1.396, N8 1.325, H11 1.155
8 N -2.17368 2.07749 -1.73854  C7 1.325, H12 1.084
9 H -0.09757 2.60168 -0.46534  N6 1.068
10 H 0.52532 1.01958 0.16752  N6 1.074
11 H -1.99690 0.28682 -0.74809  C7 1.155
12 H -2.59516 1.38455 -2.45792  N8 1.084